This record from the Open Molecules 2025 dataset describes a structure of composition C28H52CdClF6N6O18PS2. The level of theory is wB97M-V/def2-TZVPD.

The frontier orbital gap comes out at 6.035 eV. Its net charge is 0. As for the total energy: -140018.87520 eV. The highest occupied orbital energy is -7.65 eV.

```
115
Properties=species:S:1:pos:R:3:forces:R:3
Cd 3.08634 -1.47798 -2.86787 -1.4 -0.2 1.5
C 3.25498 2.47415 -4.39857 0.3 -0.5 0.4
F 2.83259 2.29089 -5.63163 0.0 0.1 -0.1
F 3.90112 3.61736 -4.28043 0.0 0.1 -0.1
F 2.22321 2.45239 -3.57009 0.0 0.0 -0.1
S 4.45153 1.11273 -3.81887 -0.5 -0.1 1.1
O 5.77717 1.41990 -4.23621 -0.5 -0.3 -0.4
O 4.21779 0.98575 -2.40369 -0.3 -0.4 -0.1
N 3.71719 -0.33447 -4.43770 1.9 2.7 -0.8
S 4.42247 -0.61018 -5.86570 1.4 -1.3 -2.2
O 4.66309 0.58278 -6.62005 -0.5 0.0 0.4
O 5.50237 -1.55687 -5.78096 -0.8 0.0 0.4
C 3.06928 -1.46528 -6.81861 0.1 0.6 0.3
F 1.97821 -0.69607 -6.81169 -0.1 -0.2 0.1
F 3.45115 -1.63947 -8.06745 0.2 -0.1 -0.1
F 2.78760 -2.64964 -6.27887 -0.2 -0.2 0.1
Cl 0.60223 0.57818 -0.89949 -0.3 -0.3 0.3
O 0.62260 1.90588 -1.43742 0.0 0.0 -0.2
O 0.79356 0.65170 0.52701 -0.1 -0.1 0.0
O -0.63418 -0.08428 -1.22595 0.2 0.2 0.1
O 1.69124 -0.22288 -1.44133 0.5 0.1 -0.2
N 2.68526 3.23306 0.63781 0.3 -0.2 -0.2
C 3.57452 3.31166 1.68768 -0.7 0.2 -0.4
C 4.42335 4.35351 1.41195 0.1 -0.1 0.5
C 4.07302 4.88980 0.14762 0.0 -0.1 0.4
C 3.00789 4.15376 -0.30744 0.3 0.6 -0.3
H 1.94902 2.56044 0.51531 0.0 -0.2 0.1
H 3.43612 2.67421 2.54428 0.2 0.1 0.1
H 5.16396 4.73160 2.09919 0.1 -0.1 -0.1
H 4.52937 5.75602 -0.30058 0.0 -0.1 -0.2
H 2.50872 4.24964 -1.25748 -0.3 -0.2 0.1
N -1.94592 3.27502 0.55551 -0.2 -0.1 0.5
C -3.27912 3.24080 0.85751 -0.6 0.0 -0.4
C -3.56271 4.28414 1.69110 0.5 0.0 0.7
C -2.32680 4.93001 1.98575 -0.4 0.0 -0.2
C -1.35120 4.27898 1.28038 0.2 0.4 -0.5
H -1.47649 2.62047 -0.04574 0.1 0.1 0.0
H -3.96102 2.50508 0.45985 0.2 -0.1 -0.1
H -4.48999 4.53914 2.17779 -0.2 -0.2 -0.3
H -2.25499 5.80648 2.60756 0.4 0.0 0.0
H -0.32507 4.55620 1.09689 0.1 -0.2 0.2
O -6.49738 -0.40278 0.88955 0.2 0.2 -0.3
P -5.45716 -0.24731 1.92433 -0.6 -0.6 0.6
N -3.91983 -0.33520 1.33494 0.3 -0.2 0.1
C -3.64166 -0.52208 -0.07245 -0.3 0.7 -0.6
C -2.72184 -0.03443 2.10668 0.2 0.2 -0.4
N -5.46417 -1.45883 3.10268 0.3 1.2 0.0
C -6.69868 -1.58311 3.84801 -0.6 -0.8 -0.3
C -4.73889 -2.69546 2.93691 -0.6 -0.4 -0.7
N -5.72291 1.13015 2.81546 0.4 -0.1 0.2
C -5.03797 1.39779 4.07940 -0.8 -0.1 0.2
C -6.67417 2.13419 2.36537 -0.5 -0.1 0.2
H -2.92406 -1.32578 -0.24544 0.0 -0.1 0.1
H -3.21695 0.39399 -0.50434 0.3 -0.1 0.1
H -4.55020 -0.68028 -0.65145 -0.1 -0.3 0.3
H -1.89060 -0.59773 1.67832 0.0 -0.1 0.1
H -2.80191 -0.28797 3.16094 -0.2 -0.1 0.0
H -2.44258 1.01933 2.00119 0.0 0.0 0.2
H -7.42559 -2.21701 3.31204 0.2 -0.1 0.0
H -6.50995 -2.07444 4.80561 0.0 0.3 0.1
H -7.22752 -0.63974 3.96681 0.4 0.2 0.2
H -3.78316 -2.50387 2.45372 0.2 0.0 0.5
H -4.68612 -3.20839 3.89866 0.5 0.1 0.0
H -5.25422 -3.39543 2.25411 -0.1 0.1 0.1
H -5.53754 0.92410 4.93809 0.0 -0.3 -0.2
H -4.01100 1.06060 4.06372 0.2 0.2 0.1
H -5.12136 2.46120 4.29892 0.5 0.1 -0.2
H -6.93826 2.77452 3.20909 0.2 0.1 0.0
H -7.62256 1.67335 2.08336 0.2 0.0 -0.4
H -6.29555 2.76135 1.55697 0.0 0.0 -0.1
C -0.55408 1.20374 -5.93619 -0.3 -0.3 0.4
C -0.42076 0.41128 -4.65365 0.3 0.4 0.8
O -0.73637 -0.98188 -4.90119 0.3 -0.4 -0.2
C 0.12252 -1.91273 -4.55591 0.1 0.9 0.4
O 1.15701 -1.70841 -3.93132 -0.5 -0.4 -0.6
O -0.31295 -3.08148 -4.94959 -0.5 -0.1 -0.2
C 0.46396 -4.24371 -4.74103 0.1 -1.3 -0.1
H -0.00503 0.72375 -6.74399 -0.1 0.0 0.0
H -0.14316 2.19948 -5.78276 -0.1 0.1 0.0
H -1.61461 1.26803 -6.17575 0.1 0.1 -0.3
H -1.09559 0.72113 -3.85643 -0.3 0.1 -0.3
H 0.55730 0.52331 -4.18710 0.2 -0.4 -0.3
H -0.21244 -5.09529 -4.63158 -0.3 0.4 0.1
H 1.07943 -4.23281 -3.84522 0.1 0.4 -0.2
H 1.02158 -4.48342 -5.64555 0.3 0.4 0.1
C 5.67416 -1.49134 5.37182 -0.6 0.1 0.0
C 5.44681 -0.57467 4.17632 1.2 -0.6 0.2
O 4.09363 -0.68354 3.75196 -0.3 0.3 -0.5
C 3.27228 0.32964 4.04498 0.2 -0.4 1.1
O 3.58991 1.32323 4.64605 -0.2 0.1 -0.4
O 2.04478 -0.04197 3.69826 0.0 -0.2 -0.3
C 0.98640 0.86806 3.98243 -0.6 0.3 -0.4
H 5.16023 -1.13997 6.26823 0.0 0.1 -0.1
H 6.73117 -1.59694 5.60716 0.0 0.0 -0.1
H 5.23835 -2.45883 5.11670 0.2 -0.1 0.1
H 6.05079 -0.95410 3.34957 -0.2 0.1 -0.1
H 5.78666 0.44026 4.36631 -0.5 0.2 0.0
H 0.76765 1.46976 3.09715 0.3 0.2 0.1
H 1.20915 1.48280 4.84920 0.0 0.0 0.0
H 0.07821 0.28617 4.13870 0.2 -0.2 0.2
C 0.18684 -2.38736 1.52184 0.0 0.1 -0.6
C 1.56761 -2.85599 1.12207 -0.2 0.3 0.7
O 1.46262 -4.05982 0.30674 0.2 0.1 -0.6
C 1.72316 -3.97701 -0.98319 -0.1 -0.4 1.1
O 2.06017 -2.96284 -1.56562 0.6 0.1 -0.3
O 1.59013 -5.11890 -1.61675 0.1 0.1 -0.6
C 1.12260 -6.28206 -0.92524 0.2 -0.4 0.5
H 0.29521 -1.42639 2.02155 0.0 -0.1 0.1
H -0.33831 -3.10172 2.15285 0.1 0.0 0.1
H -0.40671 -2.20694 0.62114 0.0 0.0 0.1
H 2.13354 -3.14402 2.00739 0.1 -0.2 -0.2
H 2.11947 -2.08246 0.59733 -0.1 0.0 -0.2
H 1.17953 -7.11557 -1.61786 -0.1 0.2 -0.3
H 0.10715 -6.13631 -0.56781 0.0 0.0 0.0
H 1.78434 -6.51751 -0.09250 -0.1 0.2 0.1
```
Forces are in eV/Å.

***

This record from the Open Molecules 2025 dataset describes a structure of composition C28H52Cl2MnN3O4Si2. The level of theory is wB97M-V/def2-TZVPD.

The frontier orbital gap (alpha / beta) comes out at 6.466 / 8.016 eV. Its net charge is 0. Its expectation value of S² is 6.09. As for the total energy: -114659.94606 eV. The highest occupied orbital energy (alpha / beta) is -7.56 / -7.57 eV. Its spin multiplicity is 5.

```
92
Properties=species:S:1:pos:R:3:forces:R:3
C -2.59528 -0.20998 -5.76371 0.7 -0.2 -1.7
C -1.69732 -0.92757 -4.87767 1.6 -2.8 1.4
H -1.99161 0.34923 -6.51450 -0.7 0.1 0.6
H -3.26093 0.35876 -5.14957 -0.5 0.8 -0.3
H -3.12508 -0.94754 -6.35209 -0.6 -0.2 -0.2
C -0.55159 -1.59982 -5.25713 -3.1 -0.5 0.5
C -0.44814 -2.16141 -6.65471 0.5 0.1 0.5
H 0.02441 -2.16080 -4.50929 -0.4 0.5 -0.4
H -0.11792 -1.45910 -7.39297 0.5 0.4 -0.5
H -1.37417 -2.55734 -7.03864 -0.6 -0.1 0.0
H 0.23446 -3.00359 -6.58650 0.2 0.0 -0.4
Mn 0.44732 1.04127 1.36896 -0.1 0.1 1.4
Cl -1.81970 1.69061 2.25145 0.2 -0.6 -0.2
C -0.16051 -1.75439 1.85005 0.2 -1.0 -0.4
O 0.87220 -1.08121 1.63641 -1.2 0.4 0.2
N -0.03764 -3.08810 2.02408 -0.4 1.0 0.5
C 1.29956 -3.59154 2.17162 0.8 -0.8 0.0
C -1.14702 -3.86084 2.56400 -0.3 0.1 0.0
H -1.22486 -1.38911 1.86950 1.1 0.1 -0.1
H 1.90310 -3.37651 1.28118 -0.2 0.1 0.2
H 1.25353 -4.68788 2.28916 0.0 0.5 0.0
H 1.81189 -3.14773 3.03769 -0.1 -0.1 -0.2
H -2.04874 -3.65015 1.99732 -0.1 0.1 -0.1
H -1.36089 -3.62702 3.61106 0.2 -0.1 0.0
H -0.94498 -4.92788 2.47193 0.1 0.1 0.0
H 1.77817 2.89389 3.90112 -0.3 0.7 -0.4
H -1.13372 3.76338 4.40151 -0.1 0.3 0.0
C 1.67734 3.92182 3.51186 0.6 0.5 1.0
C -0.68183 4.67480 3.98875 0.2 -0.1 -0.4
N 0.34496 4.27817 3.02481 0.2 -0.9 -1.3
H 2.46676 4.07872 2.76014 -0.6 0.0 0.1
C -0.01968 3.82199 1.81508 -1.2 0.9 0.7
O 0.66388 3.09671 1.08245 1.1 -0.7 -0.3
H -1.42954 5.30703 3.49134 0.1 -0.3 0.2
H -1.00935 4.14219 1.42740 0.4 0.1 0.5
H 1.85729 4.61358 4.35408 0.2 -0.3 -0.3
H -0.18068 5.23983 4.77277 -0.2 0.1 0.0
H 2.17944 0.90681 -3.74056 0.4 0.2 0.2
H 2.56323 -2.04107 -3.60822 0.1 0.2 0.3
C 3.10229 0.66867 -3.19071 -0.6 -0.3 0.3
C 3.20256 -1.74213 -2.76057 0.2 -0.5 -0.5
N 2.81665 -0.43923 -2.24906 1.3 0.0 1.5
H 3.47049 1.51353 -2.60175 -0.3 0.0 -0.3
C 2.92705 -0.24818 -0.85514 -0.3 1.1 -1.1
O 2.73786 0.84482 -0.29416 0.5 -2.2 -0.7
H 3.12030 -2.53793 -2.00367 0.1 0.5 -0.2
H 3.22582 -1.21576 -0.34084 -0.6 1.0 -0.2
H 3.85274 0.37725 -3.94118 -0.1 -0.2 0.4
H 4.23505 -1.71861 -3.15262 -0.2 -0.1 0.2
O -1.07026 0.40423 -3.50398 1.0 2.1 2.7
C -2.00989 -0.62903 -3.34652 1.6 -0.6 -1.3
C -0.16291 -2.03288 -2.32773 0.1 -1.3 0.6
C -1.54010 -1.73874 -2.41594 0.3 0.1 0.0
H 0.58715 -1.36562 -2.76654 -0.6 -0.2 0.3
C 0.26408 -3.21210 -1.65049 0.3 0.8 -0.4
H -3.05386 -0.28482 -3.10875 0.9 -0.3 -0.3
C -2.45921 -2.50513 -1.68991 1.6 -1.0 -0.1
H 1.34205 -3.46374 -1.49742 -1.1 0.3 -0.4
C -0.68199 -4.05699 -1.09802 -1.0 -0.4 1.6
C -2.03192 -3.68204 -1.03862 0.4 1.3 -0.8
H -3.47617 -2.21839 -1.64776 -0.9 0.3 0.0
H -0.44864 -4.94367 -0.46804 0.4 0.6 -0.8
H -2.73386 -4.22786 -0.43655 -0.2 -0.4 0.0
Si -0.68227 1.98358 -3.07891 0.1 0.8 0.2
Cl -0.31681 0.34861 -0.48148 -0.6 -0.1 -1.4
C 0.96688 2.81353 -2.41533 -0.1 -0.9 -0.6
C -1.94813 2.73096 -1.91401 -1.2 0.8 0.2
C -0.73944 2.52649 -4.89099 -0.4 0.4 0.3
H 1.58545 2.22688 -1.73451 -0.2 0.1 0.0
H 0.72788 3.75290 -1.92132 -0.5 -0.1 0.2
H 1.58718 3.12421 -3.25995 0.1 -0.2 -0.1
H -0.24141 1.69083 -5.47731 -0.4 1.3 0.5
H -0.22158 3.52771 -4.94121 -0.7 -1.0 -0.6
H -1.84444 2.55842 -5.16704 1.5 0.2 0.0
H -2.26607 2.18978 -1.00409 0.4 -0.1 -0.6
H -2.87631 3.00196 -2.44667 0.1 -0.3 0.0
H -1.61883 3.71409 -1.52879 0.3 -0.4 -0.2
C -1.20697 1.60485 6.54510 -0.1 -0.3 0.3
Si 0.08969 0.33031 6.11755 0.7 0.5 -1.5
C 1.57719 0.11790 7.22840 -0.5 -0.2 0.4
C -0.76720 -1.31783 5.84404 0.1 0.1 0.0
C 0.82689 0.91443 4.50837 -0.5 -0.8 -1.3
C 0.84524 0.97838 3.27470 0.3 0.2 1.9
H -1.66470 1.21061 7.46472 -0.2 0.5 -0.1
H -1.96442 1.66963 5.74218 0.3 -0.2 0.3
H -0.79685 2.60596 6.71084 0.0 -0.2 0.1
H 1.19591 0.03744 8.26178 0.6 0.0 -0.2
H 2.07597 -0.82503 6.92644 -0.2 0.5 0.3
H 2.27583 0.95969 7.11835 -0.2 -0.3 0.2
H -1.36556 -1.30689 4.92661 0.0 0.1 0.2
H -0.03973 -2.13129 5.77335 0.0 0.0 0.0
H -1.42501 -1.51199 6.69505 -0.1 -0.1 -0.1
```
Forces are in eV/Å.

***

- What is the formula in the first record?
  C28H52CdClF6N6O18PS2